ORCA calculation (ωB97M-V/def2-TZVPD) on C5H8N2O2 as an isolated structure.

XYZ file:
```
17
Properties=species:S:1:pos:R:3:mulliken_charge:R:1
C -1.282 1.026 -0.941 -0.5628
N -1.668 0.017 -0.159 -0.1962
C -1.594 -2.246 -0.106 -0.2439
N -1.772 -1.187 -0.785 -0.4399
H -0.445 0.016 0.930 0.5782
H 0.143 1.149 -0.749 -0.0461
H -1.363 0.910 -2.021 0.4496
H -1.508 2.017 -0.558 0.3359
H -1.201 -2.221 0.912 0.2555
H -1.851 -3.192 -0.563 0.2711
C 1.343 1.259 -0.219 0.6523
O 2.140 0.439 -0.947 -0.4278
C 0.657 0.041 1.262 -0.4632
C 1.466 -0.433 2.037 -0.3666
O 1.655 2.344 0.189 -0.5214
H 3.028 0.833 -0.949 0.3386
H 2.251 -0.773 2.667 0.3867
```

The value obtained for the lowest unoccupied orbital energy (alpha / beta) is -0.631 / -0.631 eV. The value obtained for the gap between HOMO and LUMO (alpha / beta) is 8.16 / 8.16 eV. As for the energy above the lowest of the compared OMol25 structures with the same formula, charge and spin: 187.7 kcal/mol. The calculation puts the HOMO energy (alpha / beta) at -8.8 / -8.8 eV. The multiplicity is 1. For the total energy, the calculation gives -455.059301 a.u.

***

ORCA calculation (ωB97M-V/def2-TZVPD) on an isolated ion of composition C3H6ClN2O2 and charge +1.

XYZ file:
```
14
Properties=species:S:1:pos:R:3:mulliken_charge:R:1
N 0.258 1.603 0.238 -0.4778
C 0.026 0.236 -0.847 0.0670
C 1.320 -0.573 -0.468 0.5334
O 2.441 -0.207 -0.686 -0.4553
O 0.938 -1.492 0.426 -0.3021
C -0.482 -1.474 0.565 -0.4612
N -0.953 -0.533 -0.377 -0.0969
Cl -2.734 -0.379 -0.445 0.0514
H -0.198 2.364 -0.171 0.3236
H 1.125 1.988 0.551 0.3108
H -0.278 1.431 1.045 0.3331
H 0.093 0.809 -1.798 0.4427
H -0.709 -1.340 1.573 0.3484
H -0.848 -2.432 0.394 0.3828
```

The value obtained for the lowest unoccupied orbital energy is -4.602 eV. As for the SMILES: [NH3+][C@H]1C(=O)OCN1Cl. The value obtained for the gap between HOMO and LUMO is 10.34 eV. As for the energy above the lowest of the compared OMol25 structures with the same formula, charge and spin: 43.9 kcal/mol. The calculation puts the HOMO energy at -14.9 eV. The charge is +1. The multiplicity is 1. For the total energy, the calculation gives -837.757213 a.u.

***

ORCA calculation (ωB97M-V/def2-TZVPD) on an isolated ion of composition C5H10IN3S and charge +2.

XYZ file:
```
20
Properties=species:S:1:pos:R:3:mulliken_charge:R:1
C -0.154 -0.914 -0.047 0.8258
C 0.531 0.217 -0.078 -0.5970
C -1.507 1.167 -0.203 0.7004
C 0.304 2.756 -0.017 -1.1851
C 0.294 -2.415 0.265 -0.9567
N -0.240 1.416 -0.174 0.0470
N -2.555 1.964 -0.076 -0.4380
N 1.621 -2.924 -0.231 -0.2844
S -1.830 -0.613 -0.101 -0.1380
I 2.654 0.392 -0.136 0.2207
H 1.356 2.935 -0.206 0.3770
H -0.248 3.289 -0.755 0.3943
H 0.333 2.970 1.005 0.4753
H 0.254 -2.395 1.347 0.3780
H -0.484 -3.026 -0.153 0.5163
H -2.494 2.816 0.406 0.2289
H -3.552 1.731 0.077 0.3020
H 2.352 -2.517 0.338 0.3067
H 1.672 -2.896 -1.327 0.4104
H 1.691 -3.951 0.067 0.4162
```

The value obtained for the lowest unoccupied orbital energy is -6.894 eV. The value obtained for the gap between HOMO and LUMO is 9.39 eV. As for the energy above the lowest of the compared OMol25 structures with the same formula, charge and spin: 2.5 kcal/mol. The calculation puts the HOMO energy at -16.3 eV. The charge is +2. The multiplicity is 1. For the total energy, the calculation gives -1056.020269 a.u.

***

no.,F_max (eV/Å)
1,2.70
2,2.71
3,4.42